No. 1
DFT (ωB97M-V/def2-TZVPD) results for a 13-piece molecular cluster, C45H105N3O24 overall.

Multiplicity: 1
Frontier orbital gap (eV): 8.762
Lowest unoccupied orbital energy (eV): -0.42
Highest occupied orbital energy (Ha): -0.3373

Last columns: bonded neighbours and bond lengths (Å).
Cartesian coordinates (Å):
1 C -4.026 -8.045 15.311  N2 1.495, H5 1.090, H6 1.090, H7 1.090
2 N -5.188 -7.198 14.902  C1 1.495, O3 1.237, O4 1.231
3 O -6.156 -7.786 14.405  N2 1.237
4 O -5.125 -5.971 14.982  N2 1.231
5 H -3.028 -7.627 15.447  C1 1.090
6 H -4.016 -8.811 14.535  C1 1.090
7 H -4.366 -8.536 16.222  C1 1.090
8 C -6.947 -6.900 9.277  N9 1.493, H12 1.090, H13 1.090, H14 1.090
9 N -6.055 -5.831 9.817  C8 1.493, O10 1.245, O11 1.250
10 O -4.941 -6.094 10.307  N9 1.245
11 O -6.513 -4.669 9.778  N9 1.250
12 H -6.286 -7.761 9.377  C8 1.090
13 H -7.287 -6.702 8.261  C8 1.090
14 H -7.754 -7.042 9.997  C8 1.090
15 C -14.408 4.373 18.719  N16 1.491, H19 1.090, H20 1.090, H21 1.090
16 N -13.457 3.693 17.794  C15 1.491, O17 1.227, O18 1.270
17 O -13.445 4.052 16.621  N16 1.227
18 O -12.871 2.646 18.213  N16 1.270
19 H -13.940 5.333 18.938  C15 1.090
20 H -14.445 3.859 19.680  C15 1.090
21 H -15.422 4.457 18.328  C15 1.090
22 C -13.250 -3.995 9.194  O23 1.438, H28 1.090, H29 1.090, H30 1.090
23 O -12.271 -4.609 8.337  C22 1.438, C24 1.398
24 C -11.207 -3.819 7.893  O23 1.398, C25 1.520, H31 1.090, H32 1.090
25 C -11.611 -2.844 6.798  C24 1.520, O26 1.426, H33 1.090, H34 1.090
26 O -11.996 -3.450 5.566  C25 1.426, C27 1.456
27 C -13.196 -4.261 5.419  O26 1.456, H35 1.090, H36 1.090, H37 1.090
28 H -13.979 -4.674 9.635  C22 1.090
29 H -13.818 -3.316 8.557  C22 1.090
30 H -12.777 -3.443 10.007  C22 1.090
31 H -10.529 -4.450 7.318  C24 1.090
32 H -10.621 -3.363 8.691  C24 1.090
33 H -10.694 -2.312 6.543  C25 1.090
34 H -12.273 -2.054 7.150  C25 1.090
35 H -13.370 -4.629 4.408  C27 1.090
36 H -14.085 -3.694 5.696  C27 1.090
37 H -13.238 -5.092 6.123  C27 1.090
38 C -10.936 -3.436 21.735  O39 1.395, H44 1.090, H45 1.090, H46 1.090
39 O -11.693 -4.092 22.706  C38 1.395, C40 1.454
40 C -12.856 -4.839 22.254  O39 1.454, C41 1.525, H47 1.090, H48 1.090
41 C -13.491 -5.568 23.433  C40 1.525, O42 1.443, H49 1.090, H50 1.090
42 O -12.665 -6.569 24.063  C41 1.443, C43 1.463
43 C -11.694 -6.145 25.072  O42 1.463, H51 1.090, H52 1.090, H53 1.090
44 H -10.642 -4.264 21.089  C38 1.090
45 H -10.032 -2.967 22.121  C38 1.090
46 H -11.369 -2.678 21.082  C38 1.090
47 H -12.604 -5.531 21.449  C40 1.090
48 H -13.560 -4.107 21.859  C40 1.090
49 H -14.396 -6.065 23.086  C41 1.090
50 H -13.822 -4.892 24.223  C41 1.090
51 H -11.214 -5.172 24.974  C43 1.090
52 H -10.937 -6.928 25.099  C43 1.090
53 H -12.131 -6.091 26.069  C43 1.090
54 C -11.368 -12.874 23.327  O55 1.456, H60 1.090, H61 1.090, H62 1.090
55 O -10.675 -11.741 22.730  C54 1.456, C56 1.433
56 C -11.285 -11.162 21.569  O55 1.433, C57 1.602, H63 1.090, H64 1.090
57 C -10.197 -10.183 20.918  C56 1.602, O58 1.412, H65 1.090, H66 1.090
58 O -9.314 -10.864 20.051  C57 1.412, C59 1.406
59 C -8.549 -10.070 19.179  O58 1.406, H67 1.090, H68 1.090, H69 1.090
60 H -10.723 -13.345 24.068  C54 1.090
61 H -11.456 -13.581 22.501  C54 1.090
62 H -12.387 -12.724 23.683  C54 1.090
63 H -12.129 -10.535 21.856  C56 1.090
64 H -11.532 -11.968 20.878  C56 1.090
65 H -9.693 -9.705 21.758  C57 1.090
66 H -10.717 -9.365 20.421  C57 1.090
67 H -7.556 -9.818 19.551  C59 1.090
68 H -9.048 -9.164 18.835  C59 1.090
69 H -8.263 -10.681 18.323  C59 1.090
70 C -21.841 0.274 15.107  O71 1.397, H76 1.090, H77 1.090, H78 1.090
71 O -20.464 0.048 15.043  C70 1.397, C72 1.402
72 C -19.875 1.046 14.254  O71 1.402, C73 1.557, H79 1.090, H80 1.090
73 C -18.332 0.923 14.422  C72 1.557, O74 1.473, H81 1.090, H82 1.090
74 O -17.903 -0.471 14.214  C73 1.473, C75 1.426
75 C -16.714 -0.848 14.903  O74 1.426, H83 1.090, H84 1.090, H85 1.090
76 H -22.098 1.211 15.601  C70 1.090
77 H -22.310 -0.554 15.639  C70 1.090
78 H -22.276 0.235 14.108  C70 1.090
79 H -20.187 2.055 14.524  C72 1.090
80 H -20.153 0.845 13.219  C72 1.090
81 H -17.986 1.450 15.311  C73 1.090
82 H -17.960 1.601 13.654  C73 1.090
83 H -16.363 -1.718 14.348  C75 1.090
84 H -16.976 -1.068 15.938  C75 1.090
85 H -16.012 -0.015 14.864  C75 1.090
86 C -17.639 -9.569 17.478  O87 1.420, H92 1.090, H93 1.090, H94 1.090
87 O -17.485 -8.272 18.035  C86 1.420, C88 1.390
88 C -18.120 -8.075 19.256  O87 1.390, C89 1.510, H95 1.090, H96 1.090
89 C -18.748 -6.707 19.380  C88 1.510, O90 1.486, H97 1.090, H98 1.090
90 O -19.435 -6.430 18.092  C89 1.486, C91 1.444
91 C -19.182 -5.110 17.566  O90 1.444, H99 1.090, H100 1.090, H101 1.090
92 H -18.647 -9.971 17.374  C86 1.090
93 H -16.999 -10.293 17.982  C86 1.090
94 H -17.154 -9.567 16.502  C86 1.090
95 H -17.443 -8.281 20.085  C88 1.090
96 H -18.901 -8.824 19.385  C88 1.090
97 H -17.997 -5.960 19.637  C89 1.090
98 H -19.380 -6.603 20.262  C89 1.090
99 H -18.118 -5.060 17.333  C91 1.090
100 H -19.528 -4.324 18.237  C91 1.090
101 H -19.590 -4.988 16.563  C91 1.090
102 C -12.768 -12.989 12.917  O103 1.424, H108 1.090, H109 1.090, H110 1.090
103 O -12.512 -13.866 14.009  C102 1.424, C104 1.421
104 C -12.239 -13.114 15.183  O103 1.421, C105 1.562, H111 1.090, H112 1.090
105 C -11.464 -14.015 16.196  C104 1.562, O106 1.490, H113 1.090, H114 1.090
106 O -12.164 -15.250 16.647  C105 1.490, C107 1.498
107 C -11.290 -16.055 17.558  O106 1.498, H115 1.090, H116 1.090, H117 1.090
108 H -11.951 -12.280 12.787  C102 1.090
109 H -13.624 -12.338 13.097  C102 1.090
110 H -12.858 -13.573 12.001  C102 1.090
111 H -13.167 -12.808 15.668  C104 1.090
112 H -11.445 -12.387 15.011  C104 1.090
113 H -11.163 -13.342 16.999  C105 1.090
114 H -10.481 -14.257 15.792  C105 1.090
115 H -11.009 -15.388 18.372  C107 1.090
116 H -10.345 -16.300 17.073  C107 1.090
117 H -11.723 -17.044 17.711  C107 1.090
118 C -7.551 4.312 17.576  O119 1.442, H124 1.090, H125 1.090, H126 1.090
119 O -7.094 3.537 16.448  C118 1.442, C120 1.386
120 C -7.390 2.184 16.446  O119 1.386, C121 1.526, H127 1.090, H128 1.090
121 C -6.245 1.333 15.903  C120 1.526, O122 1.389, H129 1.090, H130 1.090
122 O -5.915 1.727 14.613  C121 1.389, C123 1.391
123 C -5.115 0.840 13.899  O122 1.391, H131 1.090, H132 1.090, H133 1.090
124 H -7.182 5.336 17.535  C118 1.090
125 H -7.240 3.791 18.482  C118 1.090
126 H -8.639 4.247 17.548  C118 1.090
127 H -8.264 1.938 15.844  C120 1.090
128 H -7.661 1.786 17.424  C120 1.090
129 H -6.621 0.324 16.074  C121 1.090
130 H -5.370 1.428 16.546  C121 1.090
131 H -4.272 0.480 14.488  C123 1.090
132 H -4.758 1.388 13.027  C123 1.090
133 H -5.559 -0.073 13.501  C123 1.090
134 C -9.781 0.667 10.449  O135 1.396, H140 1.090, H141 1.090, H142 1.090
135 O -11.147 0.783 10.183  C134 1.396, C136 1.416
136 C -11.822 1.638 11.088  O135 1.416, C137 1.541, H143 1.090, H144 1.090
137 C -13.351 1.469 11.005  C136 1.541, O138 1.414, H145 1.090, H146 1.090
138 O -13.835 1.783 9.714  C137 1.414, C139 1.395
139 C -15.148 1.363 9.506  O138 1.395, H147 1.090, H148 1.090, H149 1.090
140 H -9.460 1.694 10.624  C134 1.090
141 H -9.313 0.151 9.612  C134 1.090
142 H -9.577 0.135 11.378  C134 1.090
143 H -11.607 2.655 10.760  C136 1.090
144 H -11.453 1.590 12.113  C136 1.090
145 H -13.835 2.070 11.775  C137 1.090
146 H -13.569 0.445 11.306  C137 1.090
147 H -15.212 0.276 9.443  C139 1.090
148 H -15.498 1.652 8.515  C139 1.090
149 H -15.816 1.704 10.297  C139 1.090
150 C -12.801 -6.555 16.373  O151 1.442, H156 1.090, H157 1.090, H158 1.090
151 O -11.906 -7.020 15.343  C150 1.442, C152 1.439
152 C -11.824 -6.232 14.142  O151 1.439, C153 1.534, H159 1.090, H160 1.090
153 C -10.897 -5.062 14.495  C152 1.534, O154 1.468, H161 1.090, H162 1.090
154 O -11.500 -3.988 15.295  C153 1.468, C155 1.392
155 C -10.582 -2.965 15.510  O154 1.392, H163 1.090, H164 1.090, H165 1.090
156 H -12.866 -7.363 17.101  C150 1.090
157 H -13.781 -6.471 15.905  C150 1.090
158 H -12.438 -5.653 16.866  C150 1.090
159 H -12.846 -5.865 14.049  C152 1.090
160 H -11.512 -6.777 13.251  C152 1.090
161 H -10.516 -4.648 13.561  C153 1.090
162 H -10.088 -5.570 15.020  C153 1.090
163 H -11.163 -2.156 15.952  C155 1.090
164 H -9.989 -2.741 14.623  C155 1.090
165 H -9.927 -3.406 16.261  C155 1.090
166 C -18.979 -9.648 11.485  C167 1.394, C171 1.370, H172 1.080
167 C -20.116 -10.154 10.855  C166 1.394, C168 1.423, H173 1.080
168 C -20.244 -10.125 9.438  C167 1.423, C169 1.403, H174 1.080
169 C -19.250 -9.466 8.701  C168 1.403, C170 1.413, H175 1.080
170 C -18.119 -8.956 9.379  C169 1.413, C171 1.391, H176 1.080
171 C -17.964 -9.088 10.755  C166 1.370, C170 1.391, H177 1.080
172 H -18.904 -9.648 12.562  C166 1.080
173 H -20.963 -10.514 11.420  C167 1.080
174 H -21.044 -10.650 8.937  C168 1.080
175 H -19.397 -9.284 7.646  C169 1.080
176 H -17.339 -8.421 8.858  C170 1.080
177 H -17.084 -8.834 11.327  C171 1.080

***

No. 2
DFT (ωB97M-V/def2-TZVPD) results for C3H5ClO2 in the gas phase.

Multiplicity: 3
Frontier orbital gap (spin up / spin down) (eV): 6.826 / 7.216
Lowest unoccupied orbital energy (spin up / spin down) (eV): 0.79 / -3.46
Highest occupied orbital energy (spin up / spin down) (Ha): -0.2218 / -0.3923
Expectation value of S²: 2.01

Last columns: bonded neighbours and bond lengths (Å).
Cartesian coordinates (Å):
1 C 1.426 0.142 -0.237  C3 1.605, O4 1.191, Cl6 1.737
2 C -1.398 0.289 -0.521  O5 1.422, H7 1.208, H8 1.042, H9 1.023
3 C 0.384 -0.641 0.700  C1 1.605, O5 1.368, H10 1.129, H11 1.144
4 O 1.270 0.513 -1.359  C1 1.191
5 O -0.833 -0.853 0.111  C2 1.422, C3 1.368
6 Cl 2.889 0.456 0.644  C1 1.737
7 H -2.532 0.439 -0.132  C2 1.208
8 H -1.463 0.261 -1.560  C2 1.042
9 H -0.915 1.104 -0.137  C2 1.023
10 H 0.310 -0.039 1.652  C3 1.129
11 H 0.861 -1.672 0.838  C3 1.144

***

Calculated DFT total energy (hartree), listed in the same order as above: -3746.68166 -727.77419
Calculated energy above the lowest of the compared OMol25 structures with the same formula, charge and spin (kcal/mol), listed in the same order as above: 115.0 17.8